A:
# C7H9NO3S

One molecule with the formula C7H9NO3S (wB97M-V/def2-TZVPD, the Open Molecules 2025 dataset).

The frontier orbital gap is 8.8 eV. The molar mass is 187.22 Da. As for the spin multiplicity: 1. As for the SMILES: C[S@@](=O)(=CC(N)=O)c1ccco1.

XYZ file:
```
21
C7H9NO3S, DFT wB97M-V/def2-TZVPD
C -3.4415 1.2021 0.0731
C -2.1440 1.0722 -0.5367
C -3.3891 0.3030 1.1228
C -1.5197 0.0909 0.1192
C 2.2416 0.3063 0.9887
C 0.3677 0.2353 -1.8751
C 1.6955 -0.8678 0.4434
N 3.4460 0.2556 1.6610
O 1.6740 1.3977 0.9141
O -0.1598 -2.0686 -0.6812
O -2.2075 -0.4225 1.0982
S 0.1795 -0.7323 -0.2978
H -4.1490 1.8795 -0.2733
H -1.8782 1.7351 -1.4288
H -4.0551 -0.2042 1.7241
H 0.4683 1.1876 -1.5039
H -0.5804 0.2028 -2.4281
H 1.2336 0.1378 -2.4961
H 2.0361 -1.7859 0.8554
H 3.9216 -0.6248 1.5285
H 3.9915 1.1099 1.7608
```

In elementary charge units, the natural (NBO) charges are: number 1, C, carries -0.2904; number 2, C, carries -0.3096; number 3, C, carries 0.0922; number 4, C, carries 0.1079; number 5, C, carries 0.6102; number 6, C, carries -0.8037; number 7, C, carries -0.8010; number 8, N, carries -0.8291; number 9, O, carries -0.6992; number 10, O, carries -0.9420; number 11, O, carries -0.3896; number 12, S, carries 1.7960; number 13, H, carries 0.2367; number 14, H, carries 0.2482; number 15, H, carries 0.2060; number 16, H, carries 0.2387; number 17, H, carries 0.2387; number 18, H, carries 0.2559; number 19, H, carries 0.2522; number 20, H, carries 0.3752; number 21, H, carries 0.4066


B:
# C7H9NO3S

One molecule with the formula C7H9NO3S (wB97M-V/def2-TZVPD, the Open Molecules 2025 dataset).

The frontier orbital gap is 9.7 eV. The molar mass is 187.22 Da. As for the spin multiplicity: 1.

XYZ file:
```
21
C7H9NO3S, DFT wB97M-V/def2-TZVPD
C 0.3876 1.8870 0.1680
C -0.9142 2.1387 0.1104
C 2.4707 0.6332 -0.0499
C -1.3896 -1.8192 -0.2270
C 0.1662 -1.8523 -0.4879
C 0.9681 0.5942 -0.2984
C -1.2847 -0.4625 0.5031
N 0.2758 -0.5678 0.3309
O 2.8909 -0.3743 0.7742
O 3.2664 1.3926 -0.4955
O -3.2761 1.1830 0.4197
S -2.1237 1.0009 -0.3793
H 1.1782 2.7322 0.3203
H -1.3099 3.2183 0.2970
H -1.9018 -1.6496 -1.1669
H -1.7359 -2.7378 0.4229
H 0.5771 -2.6743 0.1316
H 0.3527 -1.8546 -1.5296
H 0.8146 0.5125 -1.3379
H -1.3986 -0.4530 1.5030
H 1.9860 -0.8471 0.9914
```

In elementary charge units, the natural (NBO) charges are: number 1, C, carries -0.1529; number 2, C, carries -0.4893; number 3, C, carries 0.7825; number 4, C, carries -0.4247; number 5, C, carries -0.2295; number 6, C, carries -0.2365; number 7, C, carries -0.2070; number 8, N, carries -0.4609; number 9, O, carries -0.6787; number 10, O, carries -0.5571; number 11, O, carries -0.9698; number 12, S, carries 1.3128; number 13, H, carries 0.2548; number 14, H, carries 0.2626; number 15, H, carries 0.2165; number 16, H, carries 0.2284; number 17, H, carries 0.2046; number 18, H, carries 0.2012; number 19, H, carries 0.2224; number 20, H, carries 0.2169; number 21, H, carries 0.5038


Q: Which of them is the most stable? A: B.


A:
# CH5N2P

One molecule with the formula CH5N2P (wB97M-V/def2-TZVPD, the Open Molecules 2025 dataset).

The frontier orbital gap is 9.7 eV. The molar mass is 76.04 Da. As for the spin multiplicity: 1. As for the SMILES: [H]/N=P/NC.

XYZ file:
```
9
CH5N2P, DFT wB97M-V/def2-TZVPD
C -1.3912 -0.3877 0.0647
N 2.3532 0.7168 0.0891
N -0.1547 0.3001 -0.2791
P 1.4466 -0.4815 -0.3673
H -1.4505 -1.5754 -0.2592
H -1.6184 -0.3471 1.0898
H -2.3336 0.0235 -0.2956
H 3.2418 0.5795 -0.2408
H -0.0932 1.1717 0.1984
```

In elementary charge units, the natural (NBO) charges are: number 1, C, carries -0.4194; number 2, N, carries -1.1516; number 3, N, carries -0.9225; number 4, P, carries 1.1692; number 5, H, carries 0.1938; number 6, H, carries 0.1825; number 7, H, carries 0.1989; number 8, H, carries 0.3554; number 9, H, carries 0.3936


B:
# CH5N2P

A 2-piece molecular cluster, CH5N2P overall (wB97M-V/def2-TZVPD, the Open Molecules 2025 dataset).

The frontier orbital gap is 8.7 eV. The molar mass is 76.04 Da. As for the spin multiplicity: 1. As for the SMILES: [H]/N=P/[H].C=N.

XYZ file:
```
9
CH5N2P, DFT wB97M-V/def2-TZVPD
C -2.1409 -0.2252 0.2890
N -1.6579 -0.0544 -0.8447
N 2.2103 -0.2473 0.3402
P 2.2985 0.8041 -0.8450
H 2.5838 1.9924 -0.0625
H -1.6396 -0.7890 1.2778
H -3.1320 0.1497 0.5679
H 2.1534 -1.2349 0.2117
H -0.6756 -0.3953 -0.9344
```

In elementary charge units, the natural (NBO) charges are: number 1, C, carries -0.0223; number 2, N, carries -0.6063; number 3, N, carries -1.0641; number 4, P, carries 0.7923; number 5, H, carries -0.0988; number 6, H, carries 0.1280; number 7, H, carries 0.1586; number 8, H, carries 0.3730; number 9, H, carries 0.3397


Q: Which of them is the most stable? A: A.


A:
# C4H8N4O

One molecule with the formula C4H8N4O (wB97M-V/def2-TZVPD, the Open Molecules 2025 dataset).

The frontier orbital gap is 9.5 eV. The molar mass is 128.13 Da. As for the spin multiplicity: 1. As for the SMILES: C/N=C\N=C/N/C=N\O.

XYZ file:
```
17
C4H8N4O, DFT wB97M-V/def2-TZVPD
C 2.2216 -0.9637 0.6003
C 0.9882 0.7815 -0.3329
C -0.3629 -0.9030 -0.8071
C -1.4953 0.6285 0.8398
H 2.5833 -1.4622 -0.3812
H 1.2436 -1.4358 1.1903
H 2.9184 -0.9840 1.3765
H 0.5451 1.9959 -0.2094
H -0.5602 -1.7175 -1.6648
H -1.8571 -1.3466 0.4122
H -1.7243 0.3188 1.8567
H -2.0698 2.2283 -1.4561
N 1.9508 0.5054 0.5199
N 0.7785 -0.4243 -1.0256
N -1.5361 -0.5258 -0.0740
N -1.7760 1.8072 0.2407
O -1.8479 1.4973 -1.0852
```

In elementary charge units, the natural (NBO) charges are: number 1, C, carries -0.4603; number 2, C, carries 0.1552; number 3, C, carries 0.2875; number 4, C, carries 0.1417; number 5, H, carries 0.2258; number 6, H, carries 0.1683; number 7, H, carries 0.1951; number 8, H, carries 0.2544; number 9, H, carries 0.1862; number 10, H, carries 0.3929; number 11, H, carries 0.2102; number 12, H, carries 0.4637; number 13, N, carries -0.4507; number 14, N, carries -0.4722; number 15, N, carries -0.6492; number 16, N, carries -0.1180; number 17, O, carries -0.5306


B:
# C4H8N4O

A 2-piece molecular cluster, C4H8N4O overall (wB97M-V/def2-TZVPD, the Open Molecules 2025 dataset).

The frontier orbital gap is 6.4 eV. The molar mass is 128.13 Da. As for the spin multiplicity: 1.

XYZ file:
```
17
C4H8N4O, DFT wB97M-V/def2-TZVPD
C -1.9010 -0.1481 -0.2976
C 0.0705 1.3590 0.1717
C 1.5837 1.5737 0.0108
C 1.6919 -0.8359 0.0627
H -1.9257 -3.2422 0.2959
H -2.5372 0.7669 0.0921
H -0.4632 2.2276 -0.4286
H -0.5643 1.5241 1.2994
H 2.0636 2.2608 0.6760
H 1.7857 1.9597 -1.0174
H 2.4598 -1.6606 0.2530
H -0.2207 -1.9230 0.0517
N -2.6390 -1.2662 -0.1448
N -0.4556 0.1033 -0.5122
N 2.3734 0.3702 0.2865
N 0.2860 -0.9273 0.0035
O -1.6078 -2.1420 -0.8028
```

In elementary charge units, the natural (NBO) charges are: number 1, C, carries 0.2205; number 2, C, carries -0.2371; number 3, C, carries -0.2936; number 4, C, carries 0.2133; number 5, H, carries 0.4323; number 6, H, carries 0.1997; number 7, H, carries 0.2112; number 8, H, carries 0.1927; number 9, H, carries 0.2265; number 10, H, carries 0.2026; number 11, H, carries 0.2242; number 12, H, carries 0.4514; number 13, N, carries -0.1767; number 14, N, carries -0.2878; number 15, N, carries -0.5054; number 16, N, carries -0.5097; number 17, O, carries -0.5640


Q: Which of them is the most stable? A: A.